[1]
The following is a DFT calculation (ωB97M-V/def2-TZVPD) of a single C9H15N3O6 molecule at a distorted geometry.

```
33
Properties=species:S:1:pos:R:3
C -1.602 0.749 -0.315
C -0.085 1.140 -0.639
C -2.202 -0.250 -1.403
C -3.596 -0.739 -0.899
C -3.386 -1.198 0.842
C 1.989 -0.269 -0.819
C 2.144 -1.815 -0.699
C 3.336 0.572 -0.329
C 3.328 0.283 1.217
H -2.015 2.932 -0.396
H -1.964 2.236 1.145
H -1.574 -0.133 0.486
H -2.374 0.177 -2.361
H -1.734 -1.188 -1.224
H -4.520 0.053 -1.128
H -3.806 -1.861 -1.465
H -5.143 -0.385 1.582
H 0.175 -0.431 0.335
H 2.113 0.094 -1.841
H 4.244 0.157 -0.774
H 3.439 1.736 -0.873
H 2.945 1.265 3.416
H 2.995 2.283 2.139
H 3.620 -3.019 -0.667
N -2.274 1.972 0.199
N 0.637 0.157 -0.308
N 3.433 1.196 2.242
O 0.534 2.354 -0.939
O -2.413 -1.724 1.189
O -4.427 -0.867 1.852
O 1.338 -2.415 0.038
O 3.396 -1.000 1.425
O 3.448 -2.063 -1.030
```

Calculated values
* orbital gap: 9.53 eV
* SMILES: NC(=O)C[C@H](NC(=O)[C@@H](N)CCC(=O)O)C(=O)O
* HOMO: -9.289 eV
* energy above the lowest of the compared OMol25 structures with the same formula, charge and spin: 983.1 kJ/mol
* LUMO energy: 0.243 eV
* E: -967.39614 Eh

***

[2]
The following is a DFT calculation (ωB97M-V/def2-TZVPD) of 2 unconnected molecules or ions with the total composition C9H15N5O2 at a distorted geometry.

```
31
Properties=species:S:1:pos:R:3
O 0.041 -2.484 -2.345
O 0.046 1.172 0.472
N -0.957 -0.910 4.856
N -0.557 -3.217 4.508
C 0.117 -1.304 -2.647
C 0.380 1.786 -0.536
C -0.804 -2.164 5.298
C -0.854 -0.695 3.540
C -0.463 -3.003 3.191
C -0.605 -1.730 2.635
N -0.509 -1.492 1.250
N 0.601 3.101 -0.475
N 0.424 -0.400 -1.723
C -0.145 -0.860 -4.072
C 0.955 3.982 -1.588
C 0.527 1.054 -1.879
H -0.885 -2.338 6.368
H -0.975 0.316 3.163
H -0.268 -3.847 2.537
H -0.506 -0.519 0.912
H -0.385 -2.263 0.588
H 0.487 3.512 0.441
H 0.579 -0.766 -0.796
H 0.702 -0.282 -4.437
H -0.275 -1.744 -4.696
H -1.052 -0.260 -4.102
H 1.915 3.690 -2.016
H 0.185 3.942 -2.360
H 1.033 5.010 -1.230
H -0.252 1.417 -2.548
H 1.499 1.296 -2.307
```

Calculated values
* orbital gap: 8.12 eV
* SMILES: CNC(=O)CNC(C)=O.Nc1cncnc1
* HOMO: -7.937 eV
* energy above the lowest of the compared OMol25 structures with the same formula, charge and spin: 0.0 kJ/mol
* LUMO energy: 0.183 eV
* E: -776.23693 Eh

***

[3]
The following is a DFT calculation (ωB97M-V/def2-TZVPD) of a single C9H15NO2 molecule at a distorted geometry.

```
27
Properties=species:S:1:pos:R:3
C -1.860 0.534 0.616
C 1.680 1.731 0.344
C 1.447 0.371 -0.276
C 0.482 0.863 0.804
C -1.438 -1.842 0.895
C 1.501 3.044 -0.454
C 1.115 0.359 -1.750
C -1.048 -2.083 -0.468
C -1.264 -2.928 1.866
N -0.808 1.193 0.386
O -2.985 0.819 0.275
O -1.607 -0.644 1.427
H 2.539 1.767 0.915
H 2.284 -0.379 -0.011
H 1.097 3.729 0.212
H 0.790 2.780 -1.206
H 2.513 3.330 -0.772
H 0.762 1.292 -2.344
H 0.316 -0.284 -1.940
H 1.931 0.161 -2.395
H 0.004 -1.995 -0.559
H -1.587 -1.233 -1.138
H -1.236 -3.033 -0.841
H -1.409 -2.468 2.832
H -0.275 -3.449 1.856
H -1.972 -3.730 1.752
H -0.974 2.092 -0.026
```

Calculated values
* orbital gap (spin up / spin down): 9.49 / 5.23 eV
* HOMO (spin up / spin down): -8.758 / -6.023 eV
* energy above the lowest of the compared OMol25 structures with the same formula, charge and spin: 591.4 kJ/mol
* LUMO energy (spin up / spin down): 0.735 / -0.790 eV
* E: -556.95414 Eh

***

[4]
The following is a DFT calculation (ωB97M-V/def2-TZVPD) of a single C9H15NO2 molecule at a distorted geometry.

```
27
Properties=species:S:1:pos:R:3
C -1.932 1.884 0.183
C -2.372 0.822 0.842
C -0.543 1.738 -0.366
C -1.335 -0.231 0.813
C 1.779 0.373 1.492
C 1.379 -1.596 -0.144
C 2.149 0.568 -1.107
C -2.127 -1.460 -1.057
C 1.202 -0.099 0.053
N -0.117 0.486 -0.025
O 0.159 2.574 -0.850
O -1.715 -1.466 0.281
H -2.582 2.613 -0.078
H -3.297 0.753 1.356
H -0.924 -0.507 1.873
H 1.303 1.261 1.795
H 1.675 -0.366 2.246
H 2.818 0.633 1.408
H 1.122 -1.737 -1.157
H 0.670 -2.223 0.486
H 2.397 -1.777 -0.091
H 1.726 0.260 -2.083
H 1.886 1.655 -0.949
H 3.209 0.297 -0.786
H -2.789 -2.251 -1.271
H -1.197 -1.697 -1.626
H -2.545 -0.508 -1.238
```

Calculated values
* orbital gap: 9.78 eV
* SMILES: CO[C@@H]1C=CC(=O)N1C(C)(C)C
* HOMO: -9.204 eV
* energy above the lowest of the compared OMol25 structures with the same formula, charge and spin: 242.1 kJ/mol
* LUMO energy: 0.579 eV
* E: -557.08718 Eh

***

[5]
The following is a DFT calculation (ωB97M-V/def2-TZVPD) of 2 unconnected molecules or ions with the total composition C9H15NO2S at a distorted geometry.

```
28
Properties=species:S:1:pos:R:3
C -0.649 -0.372 2.065
C 0.214 -0.506 1.059
C -0.223 -0.035 3.441
C 0.715 1.838 -1.610
C -0.575 0.908 -1.460
C 1.680 0.741 -2.003
C -0.045 -0.442 -1.052
C -2.011 -0.181 1.693
C -0.849 -1.755 -1.301
N 1.301 -0.508 -1.446
O 1.060 0.011 3.665
O 1.527 -0.792 1.057
S -1.156 0.515 4.702
H 0.407 2.562 -2.343
H 1.083 2.240 -0.674
H -1.111 1.348 -0.579
H -1.325 0.887 -2.255
H 1.883 0.519 -3.112
H 2.572 1.131 -1.598
H -2.836 -0.820 2.046
H -2.192 0.788 2.054
H -1.939 -0.142 0.523
H -0.956 -1.614 -2.361
H -1.743 -1.849 -0.829
H -0.118 -2.544 -1.049
H 1.794 -1.290 -1.691
H 1.929 -0.482 0.126
H 1.560 -0.155 2.931
```

Calculated values
* orbital gap: 8.11 eV
* HOMO: -7.774 eV
* energy above the lowest of the compared OMol25 structures with the same formula, charge and spin: 395.4 kJ/mol
* LUMO energy: 0.336 eV
* E: -955.20528 Eh

***

[6]
The following is a DFT calculation (ωB97M-V/def2-TZVPD) of a molecular structure, C9H15NO4S4SbSn at a distorted geometry.

```
35
Properties=species:S:1:pos:R:3
Sn 1.581 2.082 0.424
O -5.043 -0.137 0.819
C -3.962 0.328 0.661
S -2.960 0.028 -0.789
C -1.563 0.937 -0.260
C -1.644 1.573 0.931
S -0.487 2.662 1.659
S -3.123 1.377 1.830
S -0.215 1.071 -1.361
C 3.539 -2.164 -2.362
C 2.163 -2.775 -2.170
Sb 0.508 -1.350 -2.230
C -1.285 -2.575 -2.211
C -1.034 -3.844 -3.015
C 0.792 -0.249 -4.084
C 1.055 -1.117 -5.307
H 4.269 -2.972 -2.434
H 3.821 -1.536 -1.523
H 3.601 -1.573 -3.277
H 2.065 -3.309 -1.228
H 1.907 -3.441 -2.997
H -2.080 -1.966 -2.633
H -1.503 -2.777 -1.165
H -0.762 -3.635 -4.051
H -1.955 -4.428 -3.031
H -0.259 -4.468 -2.571
H 1.640 0.403 -3.867
H -0.100 0.364 -4.197
H 1.909 -1.781 -5.164
H 1.281 -0.466 -6.153
H 0.188 -1.718 -5.576
O 2.346 -0.411 -0.445
N 1.449 -0.776 0.366
O 0.674 -1.691 0.049
O 1.258 -0.082 1.396
```

Calculated values
* net charge: +1
* orbital gap: 6.23 eV
* HOMO: -11.267 eV
* LUMO energy: -5.035 eV
* E: -2754.58103 Eh

***

[7]
The following is a DFT calculation (ωB97M-V/def2-TZVPD) of a single C9H15NOS molecule at a distorted geometry.

```
27
Properties=species:S:1:pos:R:3
C -3.615 0.416 -0.120
C -2.397 0.165 0.368
C 2.385 0.311 0.834
C 0.195 -0.219 -0.202
C -4.809 -0.145 0.652
C 2.837 -1.047 1.420
C 2.237 -0.678 -1.472
C 1.606 1.780 -0.920
C 1.654 0.296 -0.490
N -0.068 -1.417 -0.032
O 2.389 1.347 1.440
S -1.003 1.089 -0.309
H -3.875 1.081 -0.894
H -2.030 -0.268 1.316
H -5.369 -0.867 0.055
H -4.596 -0.439 1.585
H -5.470 0.614 0.725
H 2.094 -1.809 0.948
H 2.857 -0.803 2.560
H 3.793 -1.225 1.035
H 1.970 -0.468 -2.585
H 1.994 -1.747 -1.384
H 3.358 -0.577 -1.205
H 0.701 1.962 -1.533
H 2.408 2.032 -1.724
H 1.651 2.553 -0.128
H -0.898 -1.935 0.058
```

Calculated values
* orbital gap: 9.52 eV
* SMILES: [H]/N=C(\S/C=C/C)C(C)(C)C(C)=O
* HOMO: -8.722 eV
* energy above the lowest of the compared OMol25 structures with the same formula, charge and spin: 186.1 kJ/mol
* LUMO energy: 0.795 eV
* E: -880.00763 Eh

***

[8]
The following is a DFT calculation (ωB97M-V/def2-TZVPD) of a single C9H15OP molecule at a distorted geometry.

```
26
Properties=species:S:1:pos:R:3
C -2.220 0.716 0.970
C -1.865 -0.114 -1.400
C -1.327 -0.053 1.504
C -0.892 -0.963 -1.086
C -2.479 0.873 -0.536
C 0.023 -0.723 -0.013
C 0.686 -1.963 0.519
C 1.776 0.827 1.462
C 2.192 0.391 -1.442
O 0.154 1.970 -0.562
P 0.900 0.767 -0.186
H -2.963 1.178 1.651
H -2.423 -0.348 -2.316
H -1.038 -0.484 2.404
H -0.678 -1.825 -1.765
H -3.620 0.836 -0.638
H -1.974 1.778 -0.957
H 1.376 -1.693 1.263
H 1.274 -2.406 -0.243
H -0.106 -2.598 0.942
H 2.032 1.860 1.605
H 1.194 0.606 2.320
H 2.761 0.247 1.470
H 2.897 -0.138 -0.853
H 1.790 -0.134 -2.214
H 2.531 1.394 -1.899
```

Calculated values
* orbital gap: 9.13 eV
* HOMO: -8.283 eV
* energy above the lowest of the compared OMol25 structures with the same formula, charge and spin: 159.5 kJ/mol
* LUMO energy: 0.844 eV
* E: -768.42059 Eh

***

Copy entry 5 word for word.
The following is a DFT calculation (ωB97M-V/def2-TZVPD) of 2 unconnected molecules or ions with the total composition C9H15NO2S at a distorted geometry.

```
28
Properties=species:S:1:pos:R:3
C -0.649 -0.372 2.065
C 0.214 -0.506 1.059
C -0.223 -0.035 3.441
C 0.715 1.838 -1.610
C -0.575 0.908 -1.460
C 1.680 0.741 -2.003
C -0.045 -0.442 -1.052
C -2.011 -0.181 1.693
C -0.849 -1.755 -1.301
N 1.301 -0.508 -1.446
O 1.060 0.011 3.665
O 1.527 -0.792 1.057
S -1.156 0.515 4.702
H 0.407 2.562 -2.343
H 1.083 2.240 -0.674
H -1.111 1.348 -0.579
H -1.325 0.887 -2.255
H 1.883 0.519 -3.112
H 2.572 1.131 -1.598
H -2.836 -0.820 2.046
H -2.192 0.788 2.054
H -1.939 -0.142 0.523
H -0.956 -1.614 -2.361
H -1.743 -1.849 -0.829
H -0.118 -2.544 -1.049
H 1.794 -1.290 -1.691
H 1.929 -0.482 0.126
H 1.560 -0.155 2.931
```

Calculated values
* orbital gap: 8.11 eV
* HOMO: -7.774 eV
* energy above the lowest of the compared OMol25 structures with the same formula, charge and spin: 395.4 kJ/mol
* LUMO energy: 0.336 eV
* E: -955.20528 Eh